# 1
Molecular formula: C2HAgO3
Method: DFT, ωB97M-V/def2-TZVPD

Structure (XYZ):
```
7
C2HAgO3 | the Open Molecules 2025 dataset | ωB97M-V/def2-TZVPD
C 0.06664 -0.95171 -0.06546
H -0.40207 -1.95220 -0.01049
C -2.31016 -0.05559 0.10358
O -1.03337 0.18154 0.03134
Ag 3.22231 0.37189 -0.04907
O -3.25711 0.62949 0.07618
O 1.22643 -0.70647 0.04623
```

2S+1   2
Expectation value of S²   0.75
Total charge   +1
Kohn-Sham gap (spin up / spin down)   0.19387 / 0.34169 hartree
Energy above the lowest of the compared OMol25 structures with the same formula, charge and spin   1.616 eV
LUMO (spin up / spin down)   -6.64 / -6.64 eV

***

# 2
Molecular formula: C2HBN2
Method: DFT, ωB97M-V/def2-TZVPD

Structure (XYZ):
```
6
C2HBN2 | the Open Molecules 2025 dataset | ωB97M-V/def2-TZVPD
B 0.19923 0.40039 -0.08314
C 1.46996 -0.33129 -0.24107
H -1.29534 -2.31974 0.55262
N 2.50728 -0.80597 -0.49506
N -1.82849 1.94331 0.19773
C -1.05265 1.11331 0.06891
```

2S+1   1
Total charge   0
Kohn-Sham gap (spin up / spin down)   0.18453 / 0.18458 hartree
Energy above the lowest of the compared OMol25 structures with the same formula, charge and spin   2.303 eV
LUMO (spin up / spin down)   -3.28 / -3.28 eV

***

# 3
Molecular formula: C2HBaLiO2
Method: DFT, ωB97M-V/def2-TZVPD

Structure (XYZ):
```
7
C2HBaLiO2 | the Open Molecules 2025 dataset | ωB97M-V/def2-TZVPD
Ba 1.74140 1.02651 -0.08328
C -0.84236 -0.16776 0.91743
C -1.99526 -0.24180 0.27825
O 0.40676 -0.85475 -0.17190
Li 0.45046 -2.28395 0.93734
H -0.97690 0.03342 1.98873
O -2.88271 -0.35652 -0.47422
```

2S+1   2
Expectation value of S²   0.76
Total charge   +1
Kohn-Sham gap (spin up / spin down)   0.17259 / 0.24503 hartree
LUMO (spin up / spin down)   -4.26 / -4.68 eV

***

# 4
Molecular formula: C2HBr2ClO
Method: DFT, ωB97M-V/def2-TZVPD

Structure (XYZ):
```
7
C2HBr2ClO | the Open Molecules 2025 dataset | ωB97M-V/def2-TZVPD
H -0.55025 -0.12848 1.46339
O 1.18045 -1.61833 -0.32641
Br -0.84549 2.08128 0.09923
C 0.95716 -0.45267 -0.39377
Br -1.88130 -0.95086 -0.46019
C -0.75991 0.21384 0.44760
Cl 1.89934 0.85523 -0.82985
```

2S+1   1
Total charge   0
Kohn-Sham gap   0.35387 hartree
Energy above the lowest of the compared OMol25 structures with the same formula, charge and spin   1.737 eV
LUMO   0.26 eV

***

# 5
Molecular formula: C2HBr2N3
Method: DFT, ωB97M-V/def2-TZVPD

Structure (XYZ):
```
8
C2HBr2N3 | the Open Molecules 2025 dataset | ωB97M-V/def2-TZVPD
H -3.74149 1.63200 -2.15261
N 1.74489 -2.59109 0.41912
Br -4.15933 0.38985 -2.66214
C 0.95864 0.76184 0.32375
N 1.14460 -0.85265 1.98752
C 1.49346 -1.85684 1.24663
Br 1.42113 2.29439 -0.53900
N 1.13811 0.22250 1.37674
```

2S+1   1
Total charge   0
Kohn-Sham gap (spin up / spin down)   0.28634 / 0.28621 hartree
Energy above the lowest of the compared OMol25 structures with the same formula, charge and spin   3.912 eV
LUMO (spin up / spin down)   -1.70 / -1.70 eV

***

# 6
Molecular formula: C2HBr2NO
Method: DFT, ωB97M-V/def2-TZVPD

Structure (XYZ):
```
7
C2HBr2NO | the Open Molecules 2025 dataset | ωB97M-V/def2-TZVPD
Br -2.76845 1.10055 -0.83295
C -1.16624 -1.24327 0.28066
Br -2.20339 0.77821 2.24043
N -0.35974 -0.22321 0.30321
C -1.76613 0.09747 0.52803
O -1.37171 -2.41606 0.12358
H 0.53417 0.20137 0.47115
```

2S+1   1
Total charge   0
Kohn-Sham gap   0.38325 hartree
Energy above the lowest of the compared OMol25 structures with the same formula, charge and spin   0.758 eV
LUMO   0.23 eV

***

Which F_max belongs to each record? In order, 5.414, 2.764, 2.115, 4.563, 3.634, 2.996 eV/A.